Entry from OMol25: a cluster of 2 separate species, C6H10NO in total at a distorted geometry (wB97M-V/def2-TZVPD).

Properties
relative energy (zero: lowest compared OMol25 entry of this formula, charge and spin) = 104.9 kcal/mol
E_LUMO (alpha / beta) = -3.08 / -6.84 eV
spin multiplicity = 3
largest force on an atom = 5.73 eV/Å
net charge = +1

Each line ends with the Löwdin spin population.
Geometry (Å):
H1 -0.17 0.29 -1.82  0.002
C1 0.68 -1.54 0.78  0.674
H2 -1.09 -0.88 -0.82  0.004
C2 0.53 -2.67 -1.61  0.837
H3 -0.12 2.61 1.49  0.000
H4 0.84 2.35 0.08  0.001
O1 -0.36 -2.04 1.40  0.229
C3 0.33 -2.78 -2.75  0.065
H5 -1.14 0.46 1.37  0.000
C4 -0.56 0.77 0.49  0.022
H6 -0.20 -2.75 2.04  0.004
H7 -0.06 -2.98 -3.79  -0.001
N1 0.50 -0.24 0.11  0.066
C5 -0.59 0.04 -0.81  0.045
H8 1.46 0.31 -0.04  0.004
C6 -0.14 2.20 0.48  0.004
H9 -0.78 2.80 -0.19  0.001
H10 1.68 -1.98 0.56  0.044